Computed, not measured: a structure of composition C27H26F16N7O2OsSe, with the ωB97M-V functional and the def2-TZVPD basis.

net charge: +1
largest force on an atom: 0.6 eV/A
orbital gap (alpha / beta): 4.313 / 4.305 eV
HOMO (alpha / beta): -9.169 / -9.168 eV

XYZ file:
```
80
Properties=species:S:1:pos:R:3:forces:R:3:lowdin_charge:R:1
Os 0.7787 0.0118 0.3964 0.1 -0.1 0.3 1.41
C 1.3141 2.6006 -1.2377 0.0 0.0 0.0 -0.05
N 0.9870 2.3116 0.1802 -0.2 0.0 -0.1 -0.28
C 0.0195 3.3866 0.6230 0.0 0.0 0.1 -0.15
C -1.3933 3.3638 0.0695 0.1 0.1 -0.1 -0.24
N -2.2694 2.5806 0.9003 0.3 -0.3 0.2 -0.10
C -3.5682 2.4582 0.5283 -0.1 -0.2 0.0 -0.24
C -4.1527 2.7708 -0.7149 0.0 0.0 0.0 -0.14
F -3.4027 3.2790 -1.7288 0.0 0.0 -0.1 0.05
C -5.4907 2.5640 -1.0107 0.0 0.0 0.0 -0.16
F -5.9421 2.8851 -2.2267 0.0 0.0 0.0 0.12
C -6.3491 2.0108 -0.0847 0.0 0.0 0.0 -0.16
F -7.6358 1.7981 -0.3714 0.0 0.0 0.0 0.12
C -5.8254 1.6705 1.1523 0.0 0.0 0.0 -0.15
F -6.6143 1.1290 2.0815 0.0 0.0 0.0 0.12
C -4.4956 1.8898 1.4290 0.1 0.0 0.1 -0.16
F -4.0580 1.5413 2.6590 0.1 0.0 0.0 0.08
C 2.2057 2.5614 0.9979 0.0 0.0 0.0 -0.17
C 3.2920 1.5308 0.6961 0.0 0.0 0.0 -0.14
N 2.6254 0.3666 0.1292 0.0 0.0 0.0 -0.17
C 3.2485 -0.3406 -0.9071 0.0 0.0 0.0 -0.17
C 4.6096 -0.6037 -1.0187 0.0 0.0 0.0 -0.14
F 5.4561 -0.1612 -0.0889 0.0 0.0 0.0 0.13
C 5.1017 -1.3719 -2.0624 0.0 0.0 0.0 -0.12
F 6.3969 -1.6277 -2.1347 0.0 0.0 0.0 0.16
C 4.2444 -1.8962 -3.0195 0.0 0.0 0.0 -0.12
F 4.7210 -2.6374 -4.0036 0.0 0.0 0.0 0.17
C 2.8820 -1.6473 -2.9341 0.0 0.0 0.0 -0.13
F 2.0381 -2.1306 -3.8357 0.0 0.0 0.0 0.15
C 2.4330 -0.8854 -1.8844 0.0 0.0 0.0 -0.13
F 1.0957 -0.5893 -1.7810 0.0 -0.1 0.0 0.00
H 1.6626 3.6327 -1.3352 0.0 0.0 0.0 0.11
H 0.4286 2.4758 -1.8540 0.0 0.0 0.0 0.07
H 2.0920 1.9369 -1.6048 0.0 0.0 0.0 0.08
H 0.5035 4.3213 0.3237 -0.1 0.0 0.1 0.13
H -0.0228 3.3776 1.7106 0.0 -0.1 0.0 0.12
H -1.3628 3.0651 -0.9849 0.0 -0.1 0.0 0.08
H -1.7207 4.4125 0.0451 0.0 0.0 0.0 0.14
H 1.9133 2.5117 2.0421 0.0 0.0 0.0 0.11
H 2.5740 3.5704 0.7944 0.0 0.0 0.0 0.14
H 3.8076 1.2525 1.6178 0.0 0.0 0.0 0.14
H 4.0375 1.9151 -0.0002 0.0 0.0 0.0 0.13
C -2.0162 -3.5221 -0.5220 0.0 0.0 0.1 0.02
N -1.9376 -2.5702 -1.6217 0.0 0.1 0.0 -0.09
C -2.0757 -2.9003 -2.9501 0.0 0.0 0.0 0.00
C -1.9581 -1.7560 -3.6570 0.0 0.0 0.0 -0.01
N -1.7481 -0.7446 -2.7486 -0.1 0.0 0.0 -0.11
C -1.7343 0.6756 -3.0872 0.0 0.0 0.0 0.00
C -1.7282 -1.2539 -1.5045 0.0 0.0 -0.1 -0.56
Se -1.6516 -0.1803 0.0754 0.0 0.4 -0.2 0.91
H -1.0181 -3.7660 -0.1887 0.2 -0.1 0.1 0.07
H -2.5199 -4.4149 -0.8818 0.0 0.0 0.0 0.11
H -2.5864 -3.0872 0.2948 0.0 0.0 0.0 0.09
H -2.2415 -3.9133 -3.2698 0.0 0.0 0.0 0.14
H -2.0110 -1.5705 -4.7147 0.0 0.0 0.0 0.14
H -1.3344 0.7896 -4.0912 0.0 0.0 0.0 0.11
H -1.1128 1.2069 -2.3730 0.0 0.0 0.0 0.04
H -2.7429 1.0829 -3.0389 0.0 0.0 0.0 0.11
N 0.2564 0.4539 4.5117 0.1 0.0 0.0 0.20
C -0.0657 0.7444 3.2319 0.0 0.0 0.1 -0.60
N -1.1646 1.3788 2.9429 -0.2 -0.2 -0.2 0.17
O 0.8384 0.3925 2.3746 0.1 -0.1 -0.1 -0.23
H -0.3808 0.6507 5.2621 0.0 0.0 0.0 0.12
H 1.0039 -0.1952 4.6788 0.0 0.0 0.0 0.11
H -1.8159 1.5078 3.7034 0.0 0.1 0.0 0.11
H -1.5850 1.7953 1.9490 -0.3 0.5 0.0 0.04
C 2.9079 -1.9957 2.1277 0.0 0.0 0.0 0.03
C 1.7328 -2.6980 1.4474 0.1 0.1 0.0 -0.38
O 1.0377 -1.9420 0.4955 -0.2 0.0 0.1 -0.29
C 0.7720 -3.2064 2.5576 -0.1 -0.1 -0.1 -0.56
F 0.1283 -2.1706 3.1165 0.0 0.1 0.0 0.15
F -0.1642 -4.0464 2.1042 -0.1 0.0 -0.2 0.17
F 1.4280 -3.8387 3.5352 0.0 0.0 0.0 0.17
C 2.2919 -3.9044 0.6520 -0.1 0.0 0.0 -0.56
F 2.8563 -4.8127 1.4489 0.0 0.0 0.0 0.19
F 1.3535 -4.5205 -0.0772 0.0 0.0 0.0 0.16
F 3.2340 -3.4791 -0.2113 0.0 0.0 0.0 0.16
H 2.5526 -1.1145 2.6554 0.0 0.0 0.0 0.08
H 3.6436 -1.6979 1.3861 0.0 0.0 0.0 0.08
H 3.3908 -2.6675 2.8343 0.0 0.0 0.0 0.11
```
Forces are in eV/Å.